{
  "formula": "C8H17N4",
  "method": "ωB97M-V/def2-TZVPD",
  "species": ["C", "C", "C", "C", "C", "C", "C", "C", "N", "N", "N", "N", "H", "H", "H", "H", "H", "H", "H", "H", "H", "H", "H", "H", "H", "H", "H", "H", "H"],
  "positions_angstrom": [[1.72357, 0.53735, 0.02027], [-1.15933, 1.46006, -0.07105], [1.41779, 2.00097, -0.02678], [0.47354, -0.25437, 0.54950], [-0.11581, 2.33535, 0.48339], [-0.66872, 0.00808, -0.25209], [3.26872, -1.25896, -0.12507], [-2.20463, -2.23501, 0.05591], [-2.32735, 1.85980, -0.18530], [2.89760, 0.11191, -0.14650], [-0.63944, -0.25212, -1.56537], [-2.06777, -0.96467, 0.66070], [2.09517, 2.63911, 0.64156], [1.58044, 2.58180, -0.94160], [0.88099, -1.23746, 0.70108], [0.34458, 0.30514, 1.56510], [-0.27289, 3.39156, 0.09048], [-0.01953, 2.34873, 1.51421], [2.48034, -1.87499, 0.10349], [4.14284, -1.49764, 0.53838], [3.70213, -1.50615, -1.15081], [-2.25302, -2.19780, -1.10431], [-1.46297, -2.93381, 0.47419], [-3.25721, -2.58030, 0.39909], [-3.00641, 1.16089, -0.43648], [-0.05704, -1.14353, -1.79577], [-0.93500, 0.45856, -2.23779], [-1.80680, -1.06551, 1.67085], [-2.75381, -0.19702, 0.57072]],
  "forces_ev_per_a": [[0.0607, 0.2821, 0.2714], [1.0478, -1.3056, 1.5704], [-1.0300, 2.5226, 1.2344], [3.3976, 1.1128, 2.9837], [3.1217, 2.2261, -3.7386], [-2.3061, 1.8654, -0.7966], [3.1780, 0.3309, -1.4596], [-3.4265, -1.8524, -1.1452], [-1.2493, 0.9725, -0.2587], [-0.2990, 0.8488, -0.1094], [1.3263, -3.1638, -0.4117], [2.2801, 2.7330, 0.9414], [-0.7628, -1.3463, -0.4324], [-0.0750, -0.9698, -0.4662], [-0.8107, -0.7733, 0.1049], [0.0381, -1.6201, -1.3698], [-0.1885, -1.2675, 0.8965], [-0.5837, -0.0052, 2.1122], [-1.7294, -1.9834, 0.4601], [-0.9181, 0.6297, -0.2641], [-0.7786, 0.1844, 1.1302], [0.4271, 0.0322, 2.0689], [-0.2183, 0.3295, -0.5148], [1.7076, -0.1681, -0.8299], [-0.4123, -0.2481, -0.5882], [-1.4777, 2.5977, -0.3715], [0.1165, -0.9017, 0.1290], [-0.3144, 0.3833, -1.2357], [-0.1210, -1.4458, 0.0894]],
  "e_lumo_ev": -3.1,
  "charge": 1,
  "de_lowest_kcal_mol": 56.9,
  "gap_ev": 9.60,
  "fmax_ev_per_a": 5.36,
  "total_energy_ev": -14522.680
}

{
  "formula": "C19H19N3O4",
  "method": "ωB97M-V/def2-TZVPD",
  "species": ["C", "C", "C", "C", "O", "O", "C", "C", "C", "C", "O", "N", "C", "C", "C", "N", "C", "N", "C", "C", "C", "C", "C", "C", "C", "O", "H", "H", "H", "H", "H", "H", "H", "H", "H", "H", "H", "H", "H", "H", "H", "H", "H", "H", "H"],
  "positions_angstrom": [[-4.44369, -2.01930, -0.82876], [-4.62635, -0.58314, -0.47244], [-5.79802, 0.06980, -0.67254], [-5.97358, 1.45655, -0.32974], [-6.96703, 2.11998, -0.48537], [-4.87201, 2.07535, 0.24261], [-3.70963, 1.44717, 0.44210], [-2.68809, 2.31842, 1.10169], [-3.52403, 0.14516, 0.09149], [-2.22136, -0.54970, 0.35441], [-2.11558, -1.52102, 1.07352], [-1.18608, 0.01004, -0.32421], [0.16582, -0.29084, -0.13703], [0.81622, -1.48005, -0.00394], [0.27942, -2.86319, 0.00530], [2.16805, -1.24249, 0.09403], [3.02890, -2.06456, 0.91679], [2.35113, 0.13831, 0.11254], [3.61270, 0.71712, -0.08206], [4.59516, 0.05825, -0.81689], [5.82950, 0.65395, -0.99848], [6.08668, 1.90694, -0.46804], [5.09994, 2.56842, 0.24440], [3.86664, 1.97829, 0.44778], [1.13806, 0.78144, -0.08351], [0.96600, 1.98263, -0.20744], [-3.69326, -2.11607, -1.61325], [-5.37697, -2.45431, -1.17415], [-4.08272, -2.56868, 0.03883], [-6.65802, -0.42261, -1.09700], [-2.10801, 2.86931, 0.36076], [-2.00406, 1.73082, 1.70729], [-3.19874, 3.04745, 1.72635], [-1.32903, 0.90953, -0.76529], [1.04438, -3.57889, -0.28226], [-0.55797, -2.93263, -0.68386], [-0.09864, -3.11620, 0.99505], [3.96009, -1.53216, 1.09738], [2.56143, -2.29722, 1.87726], [3.25474, -2.99518, 0.39609], [4.38483, -0.90462, -1.25801], [6.58939, 0.13938, -1.56764], [7.05051, 2.36926, -0.61717], [5.29262, 3.54965, 0.65081], [3.09067, 2.48965, 0.99257]],
  "forces_ev_per_a": [[-0.1249, -0.0932, 0.0599], [-0.4266, 0.2931, -0.0381], [0.3423, -0.3157, 0.0405], [-0.6404, 0.1052, -0.2301], [0.3626, -0.1474, 0.0930], [0.0074, 0.2509, 0.0895], [0.5853, -0.7225, -0.0031], [-0.1956, 0.0704, -0.0529], [-0.1616, 0.5379, 0.2785], [-0.2697, 0.4495, -0.1004], [0.0718, -0.1795, 0.1051], [0.4582, 0.1491, -0.2597], [0.3455, -0.3521, 0.3046], [-0.2054, 0.5184, -0.2801], [0.0713, -0.0400, 0.1577], [-0.0362, 0.0080, -0.5691], [0.0685, -0.1405, 0.3691], [-0.2859, -0.0496, 0.3407], [0.4349, 0.1061, -0.1986], [-0.1622, 0.0074, 0.0170], [0.0718, 0.0210, 0.0177], [0.0806, 0.0298, -0.0412], [0.0341, -0.0325, -0.0221], [-0.1214, -0.0735, 0.0273], [-0.2125, -0.3173, 0.1991], [-0.0761, 0.2530, -0.1224], [0.0677, -0.0441, -0.0594], [-0.0292, -0.0299, -0.0660], [0.0069, -0.0619, -0.0198], [-0.0676, -0.0307, -0.0351], [0.0576, 0.0388, -0.0229], [0.0501, 0.0072, 0.0073], [-0.0002, 0.0080, 0.0558], [-0.1449, -0.1324, -0.0093], [0.0422, -0.0633, -0.0706], [-0.0319, -0.0223, -0.0160], [-0.0279, -0.0417, -0.0054], [-0.0497, -0.0786, -0.0277], [0.0496, 0.0329, 0.0349], [0.0204, 0.0494, 0.0273], [-0.0400, -0.0779, -0.0200], [0.0579, -0.0408, -0.0421], [0.0828, 0.0414, -0.0112], [0.0047, 0.0826, 0.0402], [-0.0645, 0.0274, 0.0577]],
  "e_lumo_ev": 0.5,
  "charge": 0,
  "smiles": "Cc1cc(=O)oc(C)c1C(=O)Nc1c(C)n(C)n(-c2ccccc2)c1=O",
  "de_lowest_kcal_mol": 53.8,
  "gap_ev": 8.74,
  "fmax_ev_per_a": 0.93,
  "total_energy_ev": -32671.816
}

{
  "formula": "C11H16NOS",
  "method": "ωB97M-V/def2-TZVPD",
  "species": ["C", "C", "C", "C", "C", "C", "C", "C", "C", "C", "C", "N", "O", "S", "H", "H", "H", "H", "H", "H", "H", "H", "H", "H", "H", "H", "H", "H", "H", "H"],
  "positions_angstrom": [[-4.14388, -0.27208, 0.31034], [-3.53018, -0.57161, -0.91630], [-3.48386, 0.36389, 1.36067], [-2.18087, -0.17767, -0.99970], [-2.20790, 0.74776, 1.21469], [-1.59643, 0.37782, 0.06309], [2.88224, 2.37606, -0.76090], [3.22527, 0.94822, -0.50807], [1.86300, 1.28365, -1.01360], [0.89884, -1.62085, 1.53153], [1.29928, -1.63889, -0.97814], [1.34586, -0.94928, 0.31907], [0.90008, 1.11246, 1.63838], [0.71390, 0.57448, 0.33168], [-5.21033, -0.56943, 0.41048], [-4.00474, -1.12916, -1.65510], [-3.99724, 0.64788, 2.34198], [-1.61692, -0.23623, -1.94010], [-1.89275, 1.39065, 1.91590], [2.62358, 3.10984, -0.07368], [3.12720, 2.84135, -1.73381], [3.93509, 0.46073, -1.11507], [3.47380, 0.48265, 0.45645], [1.43109, 1.03770, -1.92126], [-0.20902, -1.49726, 1.64302], [1.12616, -2.72799, 1.49145], [1.31844, -1.10461, 2.37937], [1.35605, -2.68634, -0.85642], [0.34279, -1.24147, -1.47156], [2.21145, -1.33226, -1.46440]],
  "forces_ev_per_a": [[-1.5350, -1.1207, -0.6149], [1.3123, 1.5514, 3.0092], [-3.0973, -0.1211, 1.0071], [0.2984, -0.8497, -2.6232], [0.5330, -0.8496, -1.3027], [2.7291, 0.8642, 0.8098], [-0.9021, -0.6076, -1.9621], [1.1830, 0.2089, 0.3559], [-0.4030, -0.7702, 3.1869], [-1.3468, -1.3345, 0.1984], [-1.1704, 2.3946, -0.1161], [-0.4326, 0.1376, 0.5667], [-0.0130, 0.8107, 0.7024], [-0.8750, -0.0055, -2.0908], [0.9034, 0.2715, 0.1379], [-0.7404, -0.5123, -1.3148], [0.5256, -0.5268, -1.7210], [-0.3698, -0.4371, 0.3726], [2.1278, 1.8479, 2.4896], [-0.0001, 0.8762, 1.7471], [0.2952, -0.4769, 0.6356], [0.5025, -0.1670, -1.5323], [-1.0765, 0.9263, 0.1635], [-0.3660, -0.4034, -1.8316], [0.5704, -0.4729, -0.0315], [-0.0207, 1.4442, 0.0884], [0.4129, -0.3427, 0.3208], [-0.4684, -1.0674, 0.2336], [1.4670, -1.3273, -0.0755], [-0.0436, 0.0590, -0.8088]],
  "e_lumo_ev": -4.5,
  "charge": 1,
  "de_lowest_kcal_mol": 113.4,
  "gap_ev": 8.67,
  "fmax_ev_per_a": 3.76,
  "total_energy_ev": -26027.164
}

{
  "formula": "C10H11PS",
  "method": "ωB97M-V/def2-TZVPD",
  "species": ["C", "C", "P", "S", "C", "C", "C", "C", "C", "C", "H", "H", "H", "H", "H", "H", "H", "H", "H", "C", "C", "H", "H"],
  "positions_angstrom": [[-0.46865, 3.42910, 0.66694], [0.22740, 2.64116, -0.14439], [1.16348, 1.22721, 0.53503], [2.55123, 1.00980, -1.04698], [-0.17359, 0.00530, 0.21756], [-0.92998, -0.47104, 1.23650], [-1.97007, -1.33105, 1.03882], [-2.31388, -1.77469, -0.25793], [-1.54124, -1.28832, -1.34474], [-0.43992, -0.42641, -1.13251], [-0.97848, 4.26939, 0.22362], [-0.50038, 3.43527, 1.82110], [0.21910, 2.70881, -1.28890], [3.69482, 0.89593, -0.09778], [-0.69483, -0.06028, 2.17134], [-2.62380, -1.85824, 1.68119], [-3.12919, -2.50703, -0.18023], [-1.73628, -1.43103, -2.37679], [-0.02920, 0.03526, -2.02656], [2.67528, -2.52753, -0.44048], [3.28983, -2.58675, 0.55209], [1.81458, -2.63494, -1.08444], [4.04717, -2.57465, 1.37412]],
  "forces_ev_per_a": [[0.1714, 0.8394, 1.0683], [0.1008, -0.4676, -0.7459], [-0.3034, 0.2395, 0.4190], [2.0443, -0.3111, 1.7983], [1.1652, -0.3727, -3.6581], [-0.0387, 0.2983, 0.6011], [-0.9704, -1.4444, -2.7096], [1.3152, 0.6959, 0.6736], [0.4999, 0.5823, 1.0539], [-1.9438, -0.1211, 1.7578], [-0.4354, 0.1111, -0.0014], [0.3298, -0.4869, -2.0672], [-0.1780, 0.3137, 1.7906], [-2.0928, 0.1366, -1.8570], [0.1435, 0.1432, 1.5923], [-0.0206, 0.3706, 1.8602], [0.3436, 0.3859, -1.2759], [-0.6130, -0.7238, -0.7086], [0.4954, -0.1627, 0.3525], [-3.3431, -0.3798, -2.7510], [3.9788, 0.0900, 4.1892], [0.7302, 0.3243, -0.1311], [-1.3788, -0.0605, -1.2513]],
  "e_lumo_ev": 0.7,
  "charge": 0,
  "smiles": "C=CP(S)c1ccccc1.C#C",
  "de_lowest_kcal_mol": 85.2,
  "gap_ev": 9.60,
  "fmax_ev_per_a": 5.78,
  "total_energy_ev": -30668.213
}